Below is a molecular structure, C4H24B2CrO4 in a non-equilibrium geometry, with properties calculated with ωB97M-V/def2-TZVPD.

Geometry as XYZ:
```
35
Properties=species:S:1:pos:R:3
Cr -0.0254 -0.0950 -0.1486
B -0.3488 -1.9508 0.9061
H -1.2343 -1.2483 0.7687
H 0.4527 -1.4526 1.5833
H -0.7560 -2.9586 1.2896
H 0.0665 -2.1260 -0.1379
B 0.6891 1.3306 -1.5577
H -0.3809 1.5782 -1.2523
H 0.6033 0.2605 -1.9239
H 1.1006 2.0592 -2.3460
H 1.2014 1.3316 -0.5428
C -1.6756 -0.7377 -2.9427
O -1.5333 -0.8079 -1.5080
H -1.3037 0.2081 -3.3200
H -1.1199 -1.5558 -3.4050
H -2.7148 -0.8878 -3.2317
H -2.2059 -1.4218 -1.1929
C -3.0053 0.7261 1.1388
O -1.7418 1.0233 0.5408
H -3.1442 1.1512 2.1340
H -3.8246 1.2042 0.5896
H -3.2581 -0.3305 1.1324
H -1.8989 1.8066 -0.0026
C 3.0186 -1.1783 0.6179
O 2.0205 -0.8957 -0.3830
H 2.6168 -1.0588 1.6231
H 3.2762 -2.2375 0.6004
H 3.8661 -0.5131 0.4798
H 2.3796 -1.2762 -1.1929
C 1.7522 1.8871 1.8349
O 0.6369 1.0316 1.5556
H 2.0334 2.5132 0.9964
H 1.5611 2.5307 2.6981
H 2.6144 1.3055 2.1788
H 0.2822 0.7847 2.4198
```

Calculated values
- spin multiplicity = 4
- max |F| (eV Å⁻¹) = 2.45
- total charge = +1
- orbital gap (spin up / spin down) (eV) = 8.497 / 10.550
- highest occupied orbital energy (spin up / spin down) (eV) = -13.5 / -14.2
- relative energy (zero: lowest compared OMol25 entry of this formula, charge and spin) (kcal/mol) = 12.8